No. 1
Density functional theory data (the ωB97M-V functional and the def2-TZVPD basis) for a structure of composition C14H20BeBrClCsF5IN2NaO15S3V.

Structure (XYZ):
```
66
Properties=species:S:1:pos:R:3:forces:R:3:lowdin_charge:R:1
C 2.578 -1.026 3.208 -0.04 0.24 -0.35 -0.17
C 3.729 -1.928 2.684 -1.20 0.48 0.19 -0.58
I 5.179 -0.535 1.801 -0.03 0.57 0.09 1.15
C 3.315 -2.902 1.530 0.93 0.15 1.54 -0.13
C 1.962 -3.615 1.732 -0.18 -0.73 -1.51 -0.44
F 2.117 -4.774 0.934 0.34 0.76 -0.05 0.04
O 1.632 -4.158 3.000 -0.02 0.17 -1.36 -0.08
S 0.137 -4.891 2.636 0.89 -2.83 2.59 0.68
O 0.160 -6.384 2.447 5.30 3.97 -0.16 -0.61
O -0.831 -4.714 3.801 4.25 3.67 -2.25 -0.96
O -0.271 -4.138 1.147 1.95 -0.86 1.00 -0.24
C 0.627 -2.992 1.152 -0.94 2.08 -0.30 -0.39
C 0.876 -2.322 -0.224 0.54 -1.69 0.30 0.02
C -0.215 -1.965 2.028 -0.43 -0.93 0.97 -0.10
C -1.803 -2.082 1.876 1.05 0.99 0.52 -0.07
C -2.382 -0.790 2.490 -0.19 -0.08 -0.62 -0.43
O -2.850 -0.703 3.621 0.23 -0.49 -2.72 -0.03
O -2.333 0.344 1.742 0.89 -1.36 0.66 0.09
H 2.005 -0.692 2.307 0.36 -0.16 0.71 -0.01
H 2.924 -0.107 3.720 -0.05 -0.60 -0.18 0.08
H 1.890 -1.564 3.894 0.58 0.12 -0.52 0.10
H 4.213 -2.413 3.553 0.17 0.29 -0.71 0.11
H 3.391 -2.357 0.574 -0.64 -0.49 0.37 0.09
H 4.093 -3.697 1.489 -0.65 0.37 -0.03 0.15
H 1.528 -1.443 -0.002 -0.66 -0.19 -0.30 0.07
H 1.513 -3.019 -0.814 -0.62 0.52 0.00 0.12
H -0.068 -2.046 -0.734 0.90 -0.25 0.40 0.07
H 0.079 -0.911 1.735 -0.05 -0.34 0.13 -0.01
H 0.038 -2.106 3.106 -0.07 0.42 -0.68 0.12
H -2.196 -2.135 0.799 -0.64 -0.15 0.32 0.06
H -2.231 -2.921 2.473 0.58 0.66 -0.46 0.12
H -1.899 0.077 0.903 -0.77 0.10 -0.55 0.03
Be 0.586 0.784 1.314 -0.31 1.01 -0.50 0.81
C -2.963 0.419 -2.589 -0.27 0.12 -0.37 0.00
C -1.942 0.002 -1.648 -0.39 0.07 -0.29 -0.16
N -1.110 -0.313 -0.919 0.15 0.89 0.77 0.15
H -2.579 1.171 -3.281 0.15 -0.06 0.02 0.09
H -3.322 -0.420 -3.186 0.13 -0.12 0.13 0.11
H -3.826 0.849 -2.081 0.12 -0.11 0.23 0.11
C 1.529 4.909 -1.277 -0.29 0.60 -0.45 0.00
C 2.373 4.593 -0.073 -0.03 0.36 -0.33 -0.30
O 2.033 3.230 0.193 -0.14 0.69 -0.31 -0.28
C 1.681 2.681 -1.041 -0.76 0.26 -1.59 -0.60
O 1.596 1.515 -1.233 -0.17 -0.29 0.72 0.12
O 1.464 3.638 -1.949 0.39 -0.45 1.00 0.14
F 2.012 5.336 0.999 0.00 -0.08 0.71 0.07
H 0.519 5.225 -1.006 0.06 -0.08 0.21 0.15
H 1.979 5.668 -1.914 0.04 -0.25 -0.17 0.16
H 3.449 4.677 -0.233 -0.03 0.04 0.23 0.18
Br 3.617 1.776 1.082 0.77 -2.03 0.89 0.48
F -3.596 -2.158 0.092 0.53 0.19 0.00 -0.60
Cl -2.144 -5.439 5.059 -2.70 -1.27 3.42 0.12
Cs -2.100 -6.117 2.179 -9.35 -3.01 -3.28 1.54
O -0.761 4.895 1.287 1.67 -0.91 2.61 -0.51
V 0.250 4.287 2.533 0.31 -1.32 -1.66 1.02
O 1.251 3.727 3.818 -1.73 1.08 -1.76 -0.58
N -1.883 3.534 -6.503 -0.37 -0.01 -0.02 -0.30
S -2.499 2.131 -6.879 -0.12 -2.85 -0.59 0.49
O -2.689 1.861 -8.273 -0.08 0.74 0.44 -0.27
O -3.474 1.580 -5.975 0.22 0.78 0.13 -0.30
F -1.232 1.210 -6.560 0.36 0.59 0.35 -0.21
S -2.878 4.730 -6.775 -1.10 2.41 -0.72 0.47
O -2.223 6.007 -6.750 0.50 -0.91 0.50 -0.29
O -4.162 4.665 -6.140 0.62 -0.61 0.13 -0.28
F -3.227 4.570 -8.313 0.10 -0.23 0.11 -0.18
Na -2.637 -0.314 5.434 -0.08 0.37 2.42 0.82
```
Positions in Å, forces in eV/Å.

Output
net charge	+1
E_LUMO	-8.6	eV
highest occupied orbital energy	-9.860	eV
orbital gap	1.3098	eV


No. 2
Density functional theory data (the ωB97M-V functional and the def2-TZVPD basis) for a cluster of 2 separate species, C14H20Cl2N2OP in total.

Structure (XYZ):
```
40
Properties=species:S:1:pos:R:3:forces:R:3:nbo_charge:R:1
C 2.065 0.500 3.363 0.03 0.05 -0.02 -0.22
C 1.026 1.080 3.225 -0.01 0.03 -0.07 -0.03
C -0.235 1.776 3.031 0.04 -0.07 -0.05 -0.77
P -1.608 0.740 2.252 0.11 0.09 -0.10 0.81
C -2.918 0.904 3.534 0.00 0.15 -0.12 -0.83
C -4.173 0.128 3.196 -0.14 -0.06 0.10 0.44
O -5.202 0.285 3.792 0.02 -0.02 -0.02 -0.48
C -1.004 -0.975 2.418 0.00 -0.01 0.25 -0.41
Cl -0.764 -1.699 0.846 0.01 -0.17 -0.18 -0.03
C -0.716 -1.685 3.513 -0.03 0.16 0.00 0.02
C -0.810 -1.186 4.924 -0.06 -0.12 -0.06 -0.66
Cl -0.175 -3.315 3.393 0.02 -0.17 -0.02 0.05
H 3.006 0.024 3.493 0.01 -0.06 0.03 0.24
H -0.582 2.203 3.973 -0.02 -0.01 0.01 0.26
H -0.070 2.600 2.335 -0.04 0.08 0.09 0.26
H -3.196 1.963 3.539 0.00 -0.01 0.05 0.27
H -2.614 0.659 4.549 0.03 -0.04 0.06 0.26
H -4.113 -0.609 2.371 0.05 -0.01 -0.04 0.11
H -1.822 -1.329 5.309 -0.02 0.05 0.02 0.24
H -0.522 -0.140 4.991 -0.07 0.03 0.03 0.23
H -0.149 -1.769 5.559 0.08 0.06 -0.01 0.25
C 3.832 1.268 -4.617 -0.03 0.00 0.06 -0.63
C 2.641 0.540 -5.202 0.05 0.02 -0.04 -0.21
N 1.667 0.124 -4.168 -0.03 -0.04 -0.02 -0.27
C 1.820 0.183 -2.801 0.04 0.01 -0.07 -0.05
C 0.692 -0.329 -2.252 -0.14 -0.02 0.02 -0.04
N -0.132 -0.692 -3.289 0.01 -0.03 -0.03 -0.27
C 0.480 -0.412 -4.434 -0.01 0.04 0.01 0.25
C -1.462 -1.293 -3.152 -0.01 0.01 -0.01 -0.41
H 4.399 0.635 -3.935 0.02 -0.01 -0.03 0.22
H 4.497 1.553 -5.430 0.00 0.01 -0.01 0.25
H 3.532 2.176 -4.094 0.00 0.01 -0.02 0.23
H 2.958 -0.357 -5.732 0.00 -0.01 0.02 0.23
H 2.107 1.179 -5.904 -0.01 0.00 0.01 0.23
H 2.707 0.581 -2.345 -0.02 -0.01 0.06 0.26
H 0.380 -0.473 -1.232 0.12 0.06 0.09 0.27
H 0.079 -0.582 -5.418 0.00 -0.01 0.00 0.24
H -1.481 -2.261 -3.647 0.00 0.00 0.01 0.23
H -2.211 -0.635 -3.586 0.00 0.01 0.00 0.23
H -1.667 -1.424 -2.093 0.00 0.01 0.01 0.25
```
Positions in Å, forces in eV/Å.

Output
energy relative to the best compared isomer or geometry (same formula, charge and spin)	0.0	kcal per mole
net charge	+1
E_LUMO	-2.7	eV
highest occupied orbital energy	-11.469	eV
orbital gap	8.7343	eV


No. 3
Density functional theory data (the ωB97M-V functional and the def2-TZVPD basis) for a structure of composition C14H20ClIN2NdO2PSe.

Structure (XYZ):
```
43
Properties=species:S:1:pos:R:3:forces:R:3:nbo_charge:R:1
C 0.886 1.500 -0.358 -0.40 -0.22 0.25 -0.70
C 1.090 0.948 -1.761 4.20 1.21 -2.28 0.16
H 1.600 2.318 -0.182 -0.24 -0.23 -0.15 0.26
H 1.012 0.746 0.427 0.03 0.01 -0.19 0.20
H -0.129 1.910 -0.285 0.04 0.22 -0.09 0.20
O 1.305 1.720 -2.746 -1.27 -0.30 1.47 -0.73
I -0.108 -0.796 -2.300 -2.64 -1.29 0.40 -0.10
Nd -1.685 0.082 2.364 3.15 -0.58 0.69 1.65
P 2.786 -0.228 -1.795 -1.03 1.53 0.98 1.37
C 2.987 -1.261 -3.259 0.21 -0.19 0.00 -0.98
C 4.130 0.977 -1.789 0.35 -0.29 0.01 -0.99
H 2.711 -0.566 0.612 0.14 -0.07 -0.34 0.25
H 3.818 -1.677 -0.251 -0.28 -0.09 0.35 0.26
H 2.052 -1.971 -0.283 0.21 0.20 -0.10 0.26
C 2.829 -1.197 -0.278 0.85 -0.67 0.01 -1.00
H 4.359 1.295 -0.763 -0.07 -0.06 -0.29 0.26
H 5.014 0.498 -2.231 -0.08 0.33 0.19 0.26
H 4.065 -1.378 -3.426 -0.21 0.00 -0.03 0.26
H 2.540 -0.780 -4.136 0.05 0.02 0.23 0.29
H 3.834 1.845 -2.394 -0.03 -0.27 0.10 0.30
H 2.537 -2.247 -3.110 0.06 0.26 -0.04 0.27
C -2.446 0.863 0.131 -2.48 2.26 -5.81 0.44
O -2.931 1.298 -0.827 2.02 -1.81 4.21 -0.32
Cl 0.720 0.249 3.209 -1.25 -0.08 -0.25 -0.47
C -3.381 -0.760 4.470 -0.22 -0.05 0.24 -0.47
N -4.100 -0.516 3.195 -0.37 1.09 1.10 -0.45
C -4.274 0.763 2.652 -1.18 -0.63 -0.80 0.18
Se -3.247 2.279 3.099 -0.30 -0.43 -0.41 0.05
N -5.241 0.610 1.703 0.47 0.70 1.04 -0.51
C -5.875 -0.628 1.841 -0.50 0.13 -0.55 0.16
C -6.981 -1.163 1.199 -0.27 -0.49 -0.11 -0.21
C -7.382 -2.444 1.610 0.22 0.41 -0.16 -0.15
C -6.705 -3.134 2.638 0.37 0.30 0.20 -0.15
C -5.588 -2.571 3.276 -0.30 -0.23 -0.32 -0.21
C -5.207 -1.318 2.817 0.78 -0.73 0.30 0.07
H -4.096 -0.776 5.310 0.33 0.02 -0.28 0.30
H -2.671 0.071 4.680 -0.43 -0.37 0.08 0.24
H -2.869 -1.738 4.425 -0.16 0.33 0.02 0.25
H -5.587 1.366 1.112 0.20 -0.11 0.27 0.47
H -7.472 -0.595 0.409 -0.09 -0.33 0.21 0.26
H -8.230 -2.934 1.126 0.28 0.29 0.18 0.26
H -7.065 -4.121 2.933 0.15 0.34 -0.03 0.26
H -5.037 -3.055 4.085 -0.33 -0.07 -0.31 0.25
```
Positions in Å, forces in eV/Å.

Output
energy relative to the best compared isomer or geometry (same formula, charge and spin)	90.1	kcal per mole
net charge	+2
E_LUMO (spin up / spin down)	-8.6 / -8.3	eV
highest occupied orbital energy (spin up / spin down)	-12.263 / -12.267	eV
orbital gap (spin up / spin down)	3.6586 / 3.9548	eV
2S+1	4


No. 4
Density functional theory data (the ωB97M-V functional and the def2-TZVPD basis) for an isolated molecule of C14H20ClNO.

Structure (XYZ):
```
37
Properties=species:S:1:pos:R:3:forces:R:3:nbo_charge:R:1
C 2.186 -1.822 3.036 0.15 0.04 -0.20 -0.61
C 2.859 -2.137 1.704 -0.08 -0.19 0.07 -0.40
C 2.157 -3.265 0.944 -0.06 0.18 -0.01 -0.39
C 0.851 -2.833 0.274 0.28 -0.05 -0.14 -0.40
C 1.087 -2.049 -1.016 -0.32 -0.01 0.13 -0.41
C -0.203 -1.437 -1.560 0.23 -0.38 -0.19 -0.21
N -0.700 -0.376 -0.697 0.26 -0.03 -0.27 -0.49
C -1.847 -0.560 -0.010 -0.32 0.25 0.27 0.67
O -2.476 -1.599 -0.030 -0.17 -0.15 0.12 -0.61
C -2.350 0.632 0.799 -0.15 -0.09 0.12 -0.46
Cl -2.685 2.019 -0.268 -0.25 0.17 0.02 -0.05
C 0.101 0.793 -0.615 0.26 0.26 0.16 0.24
C 0.227 1.627 -1.719 0.07 -0.07 0.06 -0.24
C 1.033 2.749 -1.650 0.01 -0.04 -0.09 -0.20
C 1.723 3.041 -0.485 0.05 0.05 0.06 -0.20
C 1.608 2.205 0.613 0.04 0.11 0.06 -0.21
C 0.803 1.081 0.549 -0.07 -0.07 -0.19 -0.26
H 2.224 -2.687 3.694 -0.03 -0.07 0.11 0.20
H 2.688 -0.993 3.530 -0.02 0.08 0.12 0.21
H 1.141 -1.554 2.896 -0.15 0.05 0.05 0.19
H 2.889 -1.237 1.088 0.09 0.05 -0.05 0.19
H 3.893 -2.433 1.899 0.04 0.08 -0.05 0.20
H 1.949 -4.077 1.644 0.06 -0.09 0.00 0.20
H 2.829 -3.656 0.177 0.01 -0.10 -0.01 0.20
H 0.254 -3.716 0.040 -0.11 0.03 0.03 0.21
H 0.265 -2.227 0.966 -0.12 0.00 0.06 0.19
H 1.501 -2.715 -1.776 0.07 0.01 -0.04 0.21
H 1.812 -1.249 -0.847 0.09 -0.01 -0.07 0.20
H -0.989 -2.193 -1.616 0.09 0.11 -0.08 0.24
H -0.027 -1.024 -2.558 -0.08 -0.02 0.05 0.20
H -1.628 0.963 1.543 -0.09 -0.05 -0.05 0.23
H -3.288 0.349 1.276 0.20 -0.02 -0.09 0.25
H -0.323 1.405 -2.622 -0.08 -0.04 -0.07 0.22
H 1.119 3.399 -2.507 0.00 0.06 -0.07 0.22
H 2.350 3.918 -0.433 0.06 0.07 0.00 0.22
H 2.150 2.423 1.521 0.05 0.02 0.07 0.22
H 0.724 0.420 1.400 -0.01 -0.12 0.08 0.22
```
Positions in Å, forces in eV/Å.

Output
energy relative to the best compared isomer or geometry (same formula, charge and spin)	0.3	kcal per mole
net charge	0
E_LUMO	0.8	eV
highest occupied orbital energy	-9.164	eV
orbital gap	9.9295	eV


No. 5
Density functional theory data (the ωB97M-V functional and the def2-TZVPD basis) for a cluster of 2 separate species, C14H20F5O10S in total.

Structure (XYZ):
```
50
Properties=species:S:1:pos:R:3:forces:R:3:nbo_charge:R:1
C 4.187 -1.284 -2.212 0.39 1.32 -0.14 -0.63
C 3.300 -0.632 -1.093 -0.52 -0.57 -0.53 -0.43
C 2.618 -1.713 -0.137 1.63 1.39 -0.99 -0.08
O 1.201 -1.542 -0.263 -0.11 -0.35 0.79 -0.59
C 0.510 -1.664 0.993 0.30 -0.98 -0.04 -0.09
C 0.220 -0.285 1.716 1.75 -1.15 0.66 0.11
C 0.864 -0.538 3.165 1.79 1.88 2.97 0.74
O 0.449 -1.439 3.917 -1.32 -0.80 -1.41 -0.77
O 1.801 0.247 3.552 -1.56 -0.70 -1.88 -0.75
O 1.151 0.699 1.173 -1.51 0.62 -1.79 -0.48
C 0.550 1.422 0.167 -0.56 -2.41 1.51 0.83
O 1.117 1.942 -0.732 0.03 0.63 -0.01 -0.54
C -1.014 1.403 0.512 1.04 1.19 0.44 -0.41
C -1.189 2.877 1.113 -0.39 0.56 0.16 -0.08
O -1.069 3.896 0.121 -1.23 -1.33 -0.67 -0.29
O -0.161 4.863 0.511 1.36 1.00 0.36 -0.45
S -2.047 1.361 -1.003 -1.59 4.83 -1.16 2.04
O -1.480 2.095 -2.132 0.89 -2.12 1.00 -0.88
O -3.309 2.037 -0.675 0.67 -2.25 0.80 -0.91
C -2.407 -0.343 -1.663 -0.72 -0.87 -0.89 0.40
F -3.671 -0.708 -1.261 1.50 0.12 -0.14 -0.30
F -1.482 -1.288 -1.345 -0.90 0.91 0.10 -0.30
C -2.478 -0.323 -3.258 0.14 -1.19 -0.34 0.93
F -3.346 0.579 -3.740 1.03 -0.56 0.41 -0.29
F -1.255 -0.242 -3.822 -1.37 0.45 0.59 -0.29
F -2.960 -1.570 -3.605 0.30 1.13 0.32 -0.33
C -1.219 0.354 1.663 0.09 -0.90 1.96 -0.04
C -1.415 0.959 3.134 -1.09 1.46 -0.62 -0.63
C -2.471 -0.618 1.594 0.04 0.15 -1.12 -0.64
H 3.561 -1.806 -2.972 0.56 0.08 0.89 0.23
H 4.681 -0.432 -2.764 -0.31 -0.80 0.44 0.19
H 5.023 -1.912 -1.815 -0.82 0.25 -0.29 0.19
H 2.474 -0.090 -1.629 0.67 -0.51 0.62 0.23
H 3.837 0.157 -0.511 -0.28 -0.82 -0.39 0.21
H 3.019 -1.511 0.884 -0.81 -0.27 -0.49 0.20
H 2.975 -2.726 -0.471 -0.73 0.67 0.33 0.17
H 1.173 -2.273 1.664 -0.83 0.61 -0.39 0.21
H -0.393 -2.298 0.813 0.50 0.77 0.22 0.18
H -0.376 3.065 1.864 -0.80 -0.49 -0.62 0.24
H -2.203 3.001 1.577 0.95 -0.34 -0.37 0.21
H 0.499 4.854 -0.211 -0.34 -0.30 0.32 0.47
H -2.368 1.565 3.135 0.79 -0.56 0.03 0.19
H -0.605 1.663 3.429 -0.37 -0.87 -0.02 0.24
H -1.586 0.150 3.883 0.72 0.55 -0.81 0.26
H -2.308 -1.507 0.943 -0.12 0.67 0.46 0.21
H -3.342 -0.047 1.171 0.72 -0.48 0.44 0.22
H -2.776 -0.988 2.598 0.52 0.34 -0.73 0.24
O 1.549 -2.931 -2.793 -0.39 -0.36 -0.07 -0.95
H 0.968 -2.718 -2.047 0.22 0.28 0.11 0.49
H 1.201 -3.761 -3.137 0.05 0.08 -0.03 0.46
```
Positions in Å, forces in eV/Å.

Output
net charge	-1
E_LUMO	2.6	eV
highest occupied orbital energy	-4.898	eV
orbital gap	7.4839	eV


Number 1: M 1105.62 Da, calculated total energy -7949.5910 Ha. Number 2: M 334.21 Da, calculated total energy -1991.6314 Ha. Number 3: M 664.86 Da, calculated total energy -4866.9639 Ha. Number 4: M 253.77 Da, calculated total energy -1135.6760 Ha. Number 5: M 475.36 Da, calculated total energy -2195.2583 Ha.